The following is a DFT calculation (the ωB97M-V functional and the def2-TZVPD basis) of one molecule with the formula C20H31N3O5S.

The total charge is 0. The value obtained for the HOMO energy is -8.65 eV. The orbital gap comes out at 9.33 eV. The LUMO energy comes out at 0.678 eV.

Each line ends with the Löwdin charge.
Cartesian coordinates (Å):
C 1.86 4.23 -6.25  -0.1029
O 1.22 4.11 -5.01  -0.1445
C 0.78 2.83 -4.62  -0.3276
C -0.37 2.27 -5.48  -0.1430
C -0.86 0.96 -4.87  -0.1587
C 0.30 -0.04 -4.75  -0.1492
N 1.38 0.54 -3.99  -0.0401
C 1.73 0.19 -2.73  -0.4159
O 2.49 0.86 -2.05  0.0777
C 1.19 -1.11 -2.21  -0.1476
C 1.44 -2.31 -2.86  -0.0525
C 0.99 -3.49 -2.29  -0.0674
C 0.29 -3.47 -1.10  0.0024
C 0.05 -2.27 -0.44  -0.2443
O -0.65 -2.37 0.72  -0.0037
C -0.79 -1.24 1.57  -0.3271
C -1.87 -1.60 2.60  -0.1037
C -2.05 -0.44 3.59  -0.1848
N -0.80 -0.04 4.21  -0.2395
S -0.38 -1.00 5.51  0.6277
O 0.95 -0.63 5.90  -0.2625
O -0.65 -2.38 5.29  -0.2687
N -1.52 -0.42 6.60  -0.3399
C -1.23 0.93 6.99  -0.1104
C -1.76 -1.33 7.70  -0.1000
C 0.26 0.25 3.27  -0.1796
C 0.51 -0.91 2.30  -0.0931
C 0.51 -1.09 -1.00  0.0475
C 1.90 1.77 -4.55  -0.0846
H 2.82 3.71 -6.27  0.0855
H 2.04 5.30 -6.39  0.0916
H 1.24 3.87 -7.08  0.0844
H 0.40 2.99 -3.60  0.1622
H -0.01 2.08 -6.50  0.1119
H -1.18 3.00 -5.53  0.1229
H -1.65 0.53 -5.49  0.1137
H -1.27 1.15 -3.88  0.1191
H 0.67 -0.29 -5.75  0.1324
H -0.05 -0.95 -4.27  0.1138
H 2.01 -2.33 -3.78  0.1190
H 1.18 -4.43 -2.78  0.1062
H -0.07 -4.38 -0.65  0.1187
H -1.13 -0.38 0.98  0.1518
H -2.81 -1.81 2.10  0.1268
H -1.55 -2.49 3.15  0.1108
H -2.46 0.43 3.07  0.1318
H -2.72 -0.73 4.40  0.1174
H -1.07 1.51 6.09  0.0805
H -0.33 0.99 7.62  0.0899
H -2.08 1.34 7.54  0.0920
H -2.70 -1.05 8.18  0.0919
H -1.84 -2.33 7.29  0.0780
H -0.96 -1.30 8.44  0.0946
H -0.01 1.16 2.72  0.1346
H 1.15 0.45 3.87  0.1161
H 1.30 -0.64 1.60  0.1220
H 0.83 -1.78 2.87  0.1319
H 0.36 -0.13 -0.52  0.1186
H 2.28 1.56 -5.55  0.1318
H 2.70 2.13 -3.91  0.1341

The following is a DFT calculation (the ωB97M-V functional and the def2-TZVPD basis) of one molecule with the formula C20H31N5O4.

The total charge is 0. The value obtained for the HOMO energy is -8.63 eV. The orbital gap comes out at 8.99 eV. The LUMO energy comes out at 0.366 eV.

Each line ends with the Löwdin charge.
Cartesian coordinates (Å):
C 1.76 2.77 -3.86  -0.0660
C 1.41 1.53 -3.05  -0.4049
C 0.41 1.84 -1.94  -0.0750
C 2.69 0.87 -2.51  -0.1089
N 2.67 -0.58 -2.56  -0.0430
N 1.88 -1.27 -1.62  0.0940
C 1.61 -2.51 -2.18  -0.2551
C 0.93 -3.52 -1.31  -0.0231
C 0.12 -4.52 -2.13  -0.4718
O 0.47 -5.67 -2.30  0.0726
N -1.02 -4.02 -2.65  -0.0230
C -1.56 -2.67 -2.81  -0.0623
C -2.44 -3.22 -3.96  -0.2155
C -2.00 -2.77 -5.34  -0.1286
N -2.18 -1.35 -5.60  -0.0866
C -3.51 -0.89 -5.96  -0.0377
C -1.08 -0.55 -5.61  -0.4096
O 0.01 -0.96 -5.23  0.0332
C -1.27 0.87 -6.09  0.0073
C -0.11 1.59 -6.79  -0.4852
O -0.38 2.62 -7.39  0.0523
N 1.12 1.07 -6.71  0.1245
C 2.20 1.72 -7.40  -0.3089
C 3.43 0.92 -7.67  -0.0980
C 2.52 1.30 -8.80  -0.0899
C -1.91 -4.64 -3.62  -0.0678
C 2.01 -2.55 -3.46  0.0757
C 2.65 -1.27 -3.76  -0.4472
O 3.06 -0.80 -4.81  0.0439
H 2.23 3.53 -3.23  0.0855
H 2.46 2.51 -4.66  0.0689
H 0.88 3.21 -4.32  0.0807
H 0.95 0.81 -3.74  0.1096
H 0.83 2.57 -1.24  0.0793
H -0.51 2.27 -2.34  0.0729
H 0.15 0.94 -1.37  0.0639
H 3.54 1.16 -3.12  0.1248
H 2.90 1.17 -1.48  0.1273
H 2.31 -1.28 -0.70  0.1596
H 1.66 -4.09 -0.73  0.1328
H 0.26 -3.00 -0.62  0.1273
H -2.11 -2.32 -1.93  0.1228
H -0.82 -1.93 -3.12  0.1039
H -3.51 -3.08 -3.81  0.1336
H -0.94 -3.00 -5.46  0.1298
H -2.56 -3.33 -6.10  0.1375
H -3.75 0.06 -5.48  0.0936
H -3.63 -0.78 -7.04  0.0981
H -4.23 -1.63 -5.61  0.0873
H -2.09 0.94 -6.80  0.1121
H -1.57 1.49 -5.24  0.1403
H 1.30 0.25 -6.14  0.1027
H 2.31 2.77 -7.17  0.1400
H 4.39 1.41 -7.57  0.0994
H 3.42 -0.11 -7.32  0.0912
H 1.91 0.52 -9.24  0.1030
H 2.85 2.07 -9.49  0.0967
H -1.38 -5.14 -4.43  0.1264
H -2.63 -5.33 -3.18  0.1239
H 1.85 -3.34 -4.17  0.1298

The following is a DFT calculation (the ωB97M-V functional and the def2-TZVPD basis) of one molecule with the formula C20H31N5O4.

The total charge is 0. The value obtained for the HOMO energy is -8.48 eV. The orbital gap comes out at 8.81 eV. The LUMO energy comes out at 0.332 eV.

Each line ends with the Löwdin charge.
Cartesian coordinates (Å):
C -5.88 4.79 -1.13  -0.0874
C -4.65 3.92 -1.36  -0.4018
C -5.07 2.55 -1.91  -0.0706
C -3.78 3.75 -0.11  -0.1212
N -4.48 3.36 1.08  -0.0554
N -5.16 4.31 1.87  0.0919
C -5.78 3.56 2.87  -0.2371
C -6.59 4.31 3.88  -0.0293
C -7.27 3.34 4.84  -0.4759
O -6.70 2.84 5.78  0.0781
N -8.56 3.06 4.52  -0.0299
C -9.57 3.73 3.69  -0.0699
C -10.57 2.64 4.16  -0.2169
C -11.17 1.78 3.06  -0.1273
N -12.15 2.48 2.24  -0.0909
C -13.49 2.57 2.78  -0.0303
C -11.72 3.02 1.07  -0.4099
O -10.55 2.94 0.73  0.0292
C -12.76 3.74 0.22  -0.0027
C -12.35 4.21 -1.18  -0.4826
O -13.20 4.31 -2.04  0.0608
N -11.05 4.56 -1.34  0.1112
C -10.56 5.01 -2.61  -0.2837
C -9.09 5.24 -2.74  -0.1067
C -9.73 4.07 -3.44  -0.0824
C -9.42 1.97 4.96  -0.0595
C -5.57 2.25 2.71  0.0922
C -4.70 2.08 1.53  -0.4478
O -4.26 1.08 1.01  0.0412
H -6.56 4.31 -0.43  0.0734
H -5.61 5.77 -0.72  0.0786
H -6.41 4.95 -2.07  0.0595
H -4.02 4.40 -2.12  0.1334
H -5.71 2.03 -1.20  0.0792
H -5.62 2.67 -2.84  0.0764
H -4.21 1.92 -2.10  0.0808
H -3.01 3.00 -0.29  0.1295
H -3.25 4.69 0.10  0.1241
H -4.52 5.03 2.18  0.1573
H -5.96 4.99 4.47  0.1338
H -7.32 4.92 3.35  0.1155
H -9.80 4.74 4.03  0.1245
H -9.35 3.70 2.63  0.1091
H -11.35 3.04 4.81  0.1337
H -10.38 1.41 2.42  0.1325
H -11.66 0.90 3.51  0.1341
H -14.15 3.12 2.12  0.0775
H -13.90 1.58 2.93  0.0980
H -13.48 3.09 3.75  0.0917
H -13.63 3.10 0.06  0.1272
H -13.11 4.62 0.76  0.1402
H -10.40 4.22 -0.64  0.1114
H -11.24 5.68 -3.12  0.1441
H -8.76 6.08 -3.32  0.1020
H -8.47 5.03 -1.87  0.0714
H -9.56 3.08 -3.05  0.1048
H -9.85 4.11 -4.52  0.0970
H -9.09 1.01 4.57  0.1284
H -9.56 1.93 6.04  0.1231
H -5.95 1.44 3.31  0.1229

The following is a DFT calculation (the ωB97M-V functional and the def2-TZVPD basis) of C20H32AlBBeCl2F5N4O12 as an isolated structure.

The total charge is +3. The value obtained for the HOMO energy is -15.01 eV. The orbital gap comes out at 2.24 eV. The LUMO energy comes out at -12.770 eV.

Each line ends with the Löwdin charge.
Cartesian coordinates (Å):
C 0.73 -1.80 1.45  0.0413
C 1.28 -1.76 0.05  0.1802
C 2.44 -2.89 -0.32  -0.1353
C 3.82 -1.99 -0.02  -0.0527
C 4.83 -2.80 0.99  -0.1672
C 5.84 -1.96 1.96  -0.1195
C 5.04 -0.99 3.07  -0.1666
N 5.85 0.00 3.65  0.0394
C 3.78 -3.90 1.63  -0.1779
O 3.86 -4.70 2.70  0.0433
O 2.57 -3.93 0.75  -0.0767
H 0.14 -2.75 1.86  0.0791
H 0.97 -0.87 2.13  0.0501
H 0.95 -0.99 -0.78  0.1748
H 2.35 -3.34 -1.41  0.2141
H 3.52 -1.00 0.57  0.1275
H 4.30 -1.55 -1.02  0.1290
H 5.54 -3.49 0.35  0.1854
H 6.41 -1.19 1.25  0.1400
H 6.68 -2.61 2.46  0.1485
H 3.90 -1.10 3.32  0.0995
H 6.82 -0.11 3.23  0.0553
C -0.40 2.00 -0.12  -0.1664
O -0.26 1.19 -1.27  -0.1042
H -0.40 1.36 0.77  0.0630
H 0.44 2.70 -0.06  0.0609
H -1.34 2.56 -0.17  0.0731
H -0.26 1.79 -2.04  0.0690
B -0.86 0.99 -4.80  -1.0464
F -1.94 0.31 -4.09  0.0360
F -0.60 2.27 -4.17  0.0179
F 0.33 0.17 -4.76  0.0290
F -1.25 1.20 -6.18  0.0510
N 0.08 5.15 -1.31  0.3350
H 0.15 5.88 -2.02  0.1741
H 0.89 4.52 -1.39  0.1543
H 0.08 5.58 -0.38  0.1636
H -0.78 4.62 -1.45  0.1384
Be -0.75 -1.44 3.67  0.7583
C -1.72 0.77 6.92  -0.8681
Cl -3.45 0.45 7.11  0.5831
Cl -1.06 -0.14 5.56  0.5692
H -1.58 1.83 6.74  0.0623
H -1.20 0.47 7.83  0.0723
C -3.54 -1.74 -1.87  -0.0700
C -2.88 -3.03 -1.51  -0.3112
O -2.77 -2.96 -0.11  0.1190
C -3.82 -2.19 0.29  -0.5064
O -4.22 -2.13 1.44  0.1064
O -4.37 -1.50 -0.75  0.0433
F -1.64 -3.10 -2.04  0.0875
H -2.83 -0.92 -1.99  0.1170
H -4.14 -1.82 -2.79  0.1684
H -3.45 -3.92 -1.80  0.1875
O -5.18 2.66 4.94  -0.1478
H -4.52 3.36 5.05  0.1096
H -4.87 1.96 5.54  -0.1798
C -5.58 1.35 -0.64  0.2000
C -6.56 2.07 -0.07  -0.3244
C -6.56 3.53 -0.50  -0.2778
O -7.41 4.36 -0.15  0.1496
C -5.46 4.01 -1.37  0.1974
C -4.47 3.30 -1.93  -0.3237
C -4.53 1.81 -1.59  -0.2449
O -3.77 0.95 -2.05  0.1238
O -3.52 3.70 -2.68  0.1292
O -7.46 1.67 0.74  0.1279
H -5.51 0.29 -0.41  0.1322
H -5.50 5.08 -1.56  0.1566
Al -6.54 0.99 5.51  1.1202
C 6.52 -1.90 -3.45  -0.7011
O 5.58 -1.58 -2.74  -0.0148
N 7.79 -1.54 -3.17  0.1637
N 6.38 -2.64 -4.56  0.1702
H 8.58 -1.80 -3.74  0.1116
H 7.94 -0.99 -2.34  0.1119
H 5.44 -2.93 -4.81  0.1194
H 7.14 -2.91 -5.16  0.1125

The following is a DFT calculation (the ωB97M-V functional and the def2-TZVPD basis) of C20H32BN7O5RuSe2 as an isolated structure.

The spin multiplicity is 2. The total charge is -1. The value obtained for the HOMO energy (alpha / beta) is -4.08 / -4.26 eV. The orbital gap (alpha / beta) comes out at 6.62 / 6.19 eV. The expectation value of S² is 0.76. The LUMO energy (alpha / beta) comes out at 2.538 / 1.931 eV.

Each line ends with the Löwdin charge.
Cartesian coordinates (Å):
Ru 0.05 -0.26 -0.80  0.6877
C 2.99 -2.20 0.48  -0.0454
C 2.63 -0.87 1.04  -0.3207
C 3.23 -0.26 2.15  0.0095
C 2.62 0.97 2.28  -0.2728
C 2.83 2.03 3.31  -0.0215
N 1.72 1.07 1.29  0.0363
N 1.72 -0.04 0.52  0.0056
B 0.82 2.24 0.88  -0.5093
N 0.94 2.49 -0.65  0.0441
N 0.63 1.56 -1.60  -0.0389
C 0.78 2.14 -2.79  -0.3268
C 0.52 1.49 -4.10  -0.0849
C 1.20 3.47 -2.61  0.0013
C 1.29 3.65 -1.25  -0.2842
C 1.69 4.88 -0.50  -0.0348
N -0.64 1.88 1.20  0.0334
N -1.27 1.01 0.37  0.0129
C -2.54 0.97 0.77  -0.3306
C -3.61 0.15 0.12  -0.0508
C -2.72 1.81 1.88  0.0102
C -1.48 2.37 2.12  -0.2735
C -1.07 3.31 3.20  -0.0207
H 4.03 -2.42 0.70  0.0747
H 2.84 -2.22 -0.60  0.0063
H 2.37 -2.98 0.92  0.0781
H 4.00 -0.67 2.78  0.1043
H 3.70 1.79 3.91  0.0751
H 1.97 2.11 3.97  0.0775
H 2.98 3.01 2.86  0.0701
H 1.14 3.24 1.45  0.1050
H 0.35 0.42 -4.01  -0.0657
H 1.38 1.64 -4.76  0.0804
H -0.35 1.94 -4.58  0.0814
H 1.41 4.19 -3.38  0.1034
H 1.93 5.67 -1.21  0.0740
H 2.57 4.70 0.12  0.0785
H 0.89 5.23 0.16  0.0774
H -3.31 -0.15 -0.88  -0.0150
H -4.53 0.74 0.05  0.0773
H -3.81 -0.73 0.72  0.0663
H -3.63 1.97 2.43  0.1088
H -1.95 3.77 3.64  0.0753
H -0.40 4.09 2.83  0.0654
H -0.54 2.77 4.00  0.0797
O 0.05 -2.28 0.13  -0.2559
C -0.83 -3.36 -0.12  -0.2032
C -1.07 -3.51 -1.63  -0.5453
C -1.59 -4.94 -1.83  -0.2237
O -1.82 -5.31 -3.18  -0.0635
C -2.17 -2.53 -2.06  -0.4876
Se -1.56 -0.78 -2.65  0.6810
C 0.26 -3.40 -2.39  -0.4845
Se 1.12 -1.66 -2.57  0.6983
H -0.10 -2.05 1.11  0.0415
H -1.77 -3.20 0.41  0.1154
H -0.37 -4.28 0.26  0.1355
H -2.51 -5.07 -1.24  0.1327
H -0.86 -5.66 -1.46  0.1254
H -2.31 -4.59 -3.61  0.0692
H -2.82 -2.34 -1.20  0.0570
H -2.80 -2.93 -2.86  0.0484
H 0.13 -3.78 -3.40  0.0581
H 0.99 -4.05 -1.89  0.0738
O -2.16 -1.59 2.01  -0.0509
N -1.35 -1.55 2.95  -0.5623
O -1.68 -1.22 4.09  -0.0071
O -0.14 -1.86 2.71  -0.0568

The following is a DFT calculation (the ωB97M-V functional and the def2-TZVPD basis) of a 3-piece molecular cluster, C20H32Cl2N3O8S overall.

The total charge is +1. The value obtained for the HOMO energy is -11.26 eV. The orbital gap comes out at 8.31 eV. The LUMO energy comes out at -2.947 eV.

Each line ends with the Löwdin charge.
Cartesian coordinates (Å):
C 1.30 -0.76 6.18  -0.0937
C 0.43 0.54 6.46  -0.6181
Cl 1.07 1.67 7.75  0.6103
C -0.79 0.85 5.81  -0.5524
Cl -1.61 2.38 6.34  0.6561
C -1.40 -0.14 4.70  -0.1564
C -3.00 -0.14 4.67  -0.2958
O -3.61 1.04 4.13  0.0145
O -3.53 -1.26 3.94  -0.0669
C -2.65 -1.72 2.88  -0.4561
C -1.94 -3.12 3.31  0.0040
N -3.56 -2.09 1.72  0.0812
C -4.66 -2.55 2.23  -0.6138
S -5.79 -3.46 3.01  0.7332
C -1.65 -0.63 2.31  -0.0206
N -0.77 0.03 3.35  -0.0480
C -0.38 1.43 2.97  -0.1081
C 1.16 1.77 3.19  -0.1677
C 1.64 3.09 2.40  -0.1826
C 1.44 3.01 0.82  -0.1976
C 1.97 1.66 0.14  -0.2538
N 1.02 1.28 -0.96  -0.0245
H 1.83 -1.00 7.17  0.0959
H 2.10 -0.57 5.41  0.0905
H 0.70 -1.68 5.92  0.0816
H -1.09 -1.18 5.06  0.1537
H -3.34 -0.22 5.76  0.1878
H -2.99 1.79 4.08  0.0630
H -2.25 -3.94 2.58  0.1046
H -2.36 -3.43 4.32  0.1084
H -0.81 -3.04 3.30  0.0832
H -0.94 -1.19 1.60  0.1665
H -2.23 0.10 1.67  0.1598
H 0.11 -0.53 3.36  0.1791
H -0.56 1.52 1.84  0.1328
H -0.99 2.25 3.45  0.1353
H 1.87 0.90 3.01  0.1091
H 1.27 2.04 4.31  0.1087
H 2.76 3.19 2.59  0.1242
H 1.17 4.04 2.80  0.1187
H 1.90 3.88 0.27  0.1234
H 0.31 3.06 0.58  0.1009
H 2.12 0.79 0.85  0.0933
H 2.96 1.91 -0.37  0.1196
H 1.54 1.05 -1.82  0.0326
H 0.45 0.47 -0.68  0.0492
C 0.73 0.65 -5.71  -0.1228
C 1.01 2.02 -6.25  -0.1187
O 1.42 2.73 -5.09  0.0749
C 1.89 1.82 -4.20  -0.5422
O 2.46 2.10 -3.18  0.1215
O 1.61 0.55 -4.60  0.0654
H 0.93 -0.14 -6.44  0.1034
H -0.30 0.54 -5.36  0.1407
H 1.82 2.02 -6.98  0.1406
H 0.13 2.48 -6.70  0.1408
C 1.07 -3.37 -9.77  -0.1245
C 1.31 -3.39 -8.29  -0.1254
O 1.29 -2.01 -7.95  0.0450
C 0.57 -1.37 -8.91  -0.5451
O 0.22 -0.23 -8.84  0.1560
O 0.30 -2.19 -9.95  0.0750
H 0.52 -4.25 -10.11  0.1384
H 2.00 -3.29 -10.34  0.1381
H 0.51 -3.90 -7.74  0.1366
H 2.26 -3.84 -8.02  0.1374

no.,strongest force on any atom (eV/A),E_tot (eV)
1,1.08,-46785.8223
2,0.22,-36883.4346
3,0.44,-36882.9296
4,9.73,-98055.1387
5,1.41,-175881.4417
6,4.57,-77978.7734